The following is a quantum chemistry calculation of a 9-piece molecular cluster, C36H99N9O9 overall, from OMol25.

Structure (XYZ):
```
153
Properties=species:S:1:pos:R:3
H 0.93089 1.16729 2.87535
H 2.55956 3.24228 6.56120
C -0.61840 2.93594 -5.07762
H 0.31633 -3.91110 6.16893
H -8.86518 0.12590 -3.04429
N 1.62953 1.77564 0.34676
C 4.62315 1.50643 -4.42072
C 0.32107 -3.06251 -0.98569
H 0.88832 -0.50910 2.62161
C -1.86029 1.04873 -1.37891
H -5.93221 -2.36016 -2.45909
H 7.41724 0.28649 -4.88652
C 0.24451 1.42165 8.29626
H -0.78442 1.15701 8.05260
H 7.93550 -4.21048 -2.11237
H 0.37157 -2.82819 3.60972
H 4.85511 -0.04919 -1.16851
C -2.74042 -5.36464 -3.32912
H 8.92665 -1.65894 -1.11230
C 1.47253 -1.15634 6.22863
H -0.17588 -2.67261 -0.09736
H -2.25208 -4.20271 5.24160
H 2.24904 3.37060 8.05237
H -3.13601 -3.06108 1.70919
H 5.14023 1.54884 -6.50588
H -1.82831 -1.64673 5.71018
H 8.69384 -2.51394 -3.91664
H -4.61330 2.42411 3.07094
O 0.06983 3.76537 -4.22812
H -4.34024 2.33314 -3.02906
C 1.38914 0.39034 2.26343
H -2.94388 -5.24414 -4.39316
C -1.80158 -3.14822 -2.14003
H -6.89646 1.06284 -4.22510
C -3.94438 -0.13594 3.21288
H -0.74975 2.36044 4.71069
C -0.29765 -3.55577 4.06891
C 5.65312 1.44865 -5.54932
H -2.76793 0.48672 -1.15884
H -1.71622 -2.63005 -3.09518
H 4.16165 2.48284 -4.27329
H 1.87318 -0.19914 5.89492
H 0.50478 4.10777 5.89488
H 2.43371 4.79159 -1.43286
H -2.19096 -2.38037 -1.47152
H -5.47211 -2.17265 1.53610
H -4.23932 -3.22456 -3.51951
H -2.87667 0.07481 3.27337
H 5.22929 1.37200 -3.52483
H 6.25972 -0.72487 -5.76798
H -0.11941 2.89153 -6.04569
N 8.24637 -3.54674 -1.41746
H 1.38279 1.64906 -0.62442
C 2.65862 0.44850 -3.56916
H -6.73981 1.29149 -2.64822
C 1.87160 4.39064 -2.27629
H -4.40477 0.18247 4.14816
H -2.87059 -4.71503 -1.35654
H -0.02073 -4.59772 3.90840
H 6.92121 0.38315 -6.71706
O -0.61785 -3.75669 -1.80978
H 1.99642 1.24841 -3.90041
H 4.26481 -1.43279 -2.07721
H 7.10257 2.64791 -6.15734
H 0.60907 -2.15820 -1.52178
H -3.17069 2.36474 2.07490
H 0.77557 1.74110 6.26686
H 6.60180 -1.96645 -2.94293
H -8.40888 -0.83324 -1.70570
H 9.35017 -1.00747 -3.44716
O 0.15379 -1.06988 5.68742
H 4.12219 -1.27754 -0.34886
H 1.57340 -0.27353 0.19942
N -4.24883 -3.67857 -2.61735
H -3.32039 1.61754 -4.19926
H 0.03854 4.35481 7.48327
C -3.10223 -1.98250 1.86285
C 7.00141 -1.44305 -2.07433
C -0.48753 -3.39780 5.64127
H -1.04325 3.37667 -2.54179
H 1.45089 -1.22029 7.31654
H -1.03510 -0.34631 0.93714
H -3.49565 -6.03067 -2.91180
C 9.22931 -2.03297 -3.09808
H 2.04144 -0.43117 -3.75181
C -4.37148 1.81175 -3.98576
C -4.11098 -1.54344 2.91757
C -0.83679 -1.96892 6.02828
C 6.65408 0.28604 -5.66478
C 0.82020 2.37576 7.15192
H -2.39663 2.92929 4.83805
H -1.86009 2.00093 -0.84842
H -1.24502 -3.60898 3.53248
H 1.08509 2.59139 0.58809
H -1.35928 4.99664 -3.24681
H -0.95621 1.35201 0.72057
H -0.61199 1.95431 -4.60386
N 2.20944 2.67571 7.32048
N -6.09875 -1.38354 -2.26266
N 6.46389 2.68024 -5.37559
O -1.35110 3.25433 6.53982
H 0.30391 2.03379 9.19618
O 3.73264 0.40890 -4.51528
H -2.04250 -1.76269 1.99232
C -8.29599 -0.76760 -2.78785
H -1.70431 -5.69960 -3.28025
H -3.37167 -1.57201 0.88971
C 4.81168 -1.13825 -1.18151
H -5.79642 -0.88645 2.47039
H 0.68364 5.46643 -0.27267
H 2.34955 4.62293 -3.22798
H -4.84125 2.58836 1.41963
H 3.02763 0.60210 -2.55509
H 1.26101 -3.57902 -0.79126
H -5.03790 -4.30442 -2.54135
O 6.08627 -1.64361 -1.00466
O -4.95828 0.49244 -3.76160
H 5.91017 3.48260 -5.63962
H 2.46043 0.46989 2.44811
N -1.61635 -4.24920 6.02505
H 7.71181 -3.47148 -0.56383
H -5.22279 -0.89748 -2.39128
N -5.45440 -1.83661 2.48839
H 1.89651 3.30974 -2.13796
H -6.68347 -1.22183 -4.28499
C -1.59283 2.44883 5.39589
N -0.05562 4.95210 -0.72990
C -6.90040 -0.77768 -3.31350
C 0.41369 5.03363 -2.13064
C -0.46860 0.42579 0.41652
H -0.91138 5.47523 -0.61110
H 2.18176 -1.87739 5.82222
H -1.66112 3.22379 -5.21166
C -6.32177 0.62947 -3.40655
C 1.08299 0.52040 0.76268
C 8.36086 -2.16089 -1.89718
C -2.94178 -4.21072 -2.32024
H -2.07741 1.49361 5.59797
H -2.12888 -3.85074 6.79877
H 0.71438 0.44764 8.43275
C -0.59749 4.25329 -3.01182
H -8.84292 -1.65476 -3.10708
H -1.78120 1.47904 -2.37725
H 0.38613 6.10698 -2.31847
H 10.14096 -2.61137 -2.94826
O -0.71636 0.32988 -1.00412
C 0.03161 3.57620 6.72050
H 7.16967 -0.39208 -2.30936
O -4.35924 0.58796 2.08174
H -0.97366 -1.97948 7.10960
H -4.83407 2.33590 -4.82205
C -4.21278 2.04973 2.12886
H -3.76154 -2.15792 3.74728
```

## Properties
Relative energy (zero: lowest compared OMol25 entry of this formula, charge and spin) ... 83.16 kcal per mole
<S²> ... 0.751
Electronic energy ... -2600.56286 Eh
Frontier orbital gap (spin up / spin down) ... 1.68 / 9.09 eV
Multiplicity ... 2
Total charge ... -1
LUMO (spin up / spin down) ... 2.21 / 2.17 eV
E_HOMO (spin up / spin down) ... 0.53 / -6.92 eV